Computed, not measured: a cluster of 3 separate species, C19H33ClO5 in total, with wB97M-V/def2-TZVPD.

Molar mass (g/mol): 376.9
LUMO level (eV): -1.3
Charge: 0
SMILES: CC(=O)OCC1=C(Cl)C(=O)OC1=O.CCCCCC.CCCCCC

Last column: natural (NBO) charge in e.
Cartesian coordinates (Å):
C: -0.9098 -1.6482 2.6307  -0.733
C: -0.9259 -0.1811 2.9444  0.812
O: -0.1681 0.3239 3.7252  -0.540
O: -1.8407 0.5643 2.2399  -0.542
C: -2.9094 1.1071 3.0063  -0.104
C: -4.1225 0.2342 3.0114  -0.143
C: -4.6303 -0.6572 2.1499  -0.110
Cl: -4.0668 -1.1440 0.6414  0.121
C: -5.8768 -1.2430 2.7580  0.745
O: -6.4495 -2.2304 2.4393  -0.480
O: -6.1960 -0.4612 3.8344  -0.489
C: -5.0493 0.2710 4.1690  0.762
O: -4.9031 0.7480 5.2409  -0.484
H: -0.3285 -2.1601 3.3932  0.245
H: -1.9229 -2.0467 2.5727  0.231
H: -0.4250 -1.8030 1.6619  0.252
H: -3.1498 2.0937 2.6070  0.228
H: -2.5840 1.2513 4.0419  0.232
C: 5.6957 -1.9772 -0.9948  -0.610
C: 5.5656 -0.9198 0.0977  -0.398
C: 4.8509 -1.4219 1.3512  -0.397
C: 3.4058 -1.8706 1.1285  -0.398
C: 2.4898 -0.8041 0.5305  -0.396
C: 2.3376 0.4321 1.4133  -0.619
H: 4.7205 -2.3161 -1.3475  0.199
H: 6.2353 -1.5827 -1.8566  0.210
H: 6.2426 -2.8486 -0.6287  0.201
H: 5.0499 -0.0427 -0.3025  0.193
H: 6.5642 -0.5791 0.3828  0.202
H: 4.8765 -0.6380 2.1126  0.202
H: 5.4142 -2.2628 1.7678  0.200
H: 2.9923 -2.1942 2.0895  0.199
H: 3.3920 -2.7538 0.4835  0.199
H: 1.5040 -1.2502 0.3697  0.191
H: 2.8489 -0.5095 -0.4598  0.195
H: 1.9419 0.1663 2.3935  0.214
H: 1.6516 1.1498 0.9596  0.209
H: 3.2915 0.9409 1.5587  0.203
C: -0.9667 0.0292 -1.2238  -0.619
C: -1.8457 0.1530 -2.4648  -0.399
C: -1.0550 0.3757 -3.7527  -0.397
C: -0.2259 1.6609 -3.7797  -0.397
C: -1.0245 2.9445 -3.5584  -0.398
C: -2.0858 3.1936 -4.6261  -0.610
H: -0.3918 0.9388 -1.0425  0.204
H: -1.5740 -0.1515 -0.3372  0.213
H: -0.2635 -0.8001 -1.3299  0.199
H: -2.5671 0.9628 -2.3215  0.193
H: -2.4360 -0.7613 -2.5766  0.198
H: -1.7458 0.3671 -4.6001  0.201
H: -0.3820 -0.4738 -3.9063  0.201
H: 0.2846 1.7232 -4.7458  0.201
H: 0.5653 1.6016 -3.0271  0.200
H: -0.3276 3.7864 -3.5481  0.203
H: -1.4942 2.9294 -2.5710  0.192
H: -1.6324 3.2512 -5.6177  0.202
H: -2.6095 4.1327 -4.4433  0.210
H: -2.8348 2.4005 -4.6442  0.200

Atoms 1-3, force components in eV/Å:
C -0.01 0.06 -0.25
C 0.74 -0.04 0.54
O -0.55 0.08 -0.12

=====

Computed, not measured: a structure of composition C17H35BNO4OsP2 at a distorted geometry, with wB97M-V/def2-TZVPD.

Spin multiplicity: 5
Molar mass (g/mol): 580.5
LUMO level (spin up / spin down) (eV): -10.1 / -13.9
Charge: +3

Last column: Mulliken charge in e.
Cartesian coordinates (Å):
Os: 0.0629 -0.2176 -0.6230  1.658
P: 0.8658 1.5046 -1.8489  0.488
C: 2.1242 0.6424 -2.8313  -1.275
C: 2.7100 -0.4937 -2.1547  0.902
N: 1.9438 -1.1083 -1.1857  -0.298
C: 2.2933 -2.3068 -0.6823  0.641
C: 3.5240 -2.8873 -0.9893  -0.859
C: 4.3547 -2.2608 -1.9164  -0.540
C: 3.9437 -1.0743 -2.5059  -0.964
C: 1.2934 -3.0002 0.2154  -1.288
P: -0.4110 -2.3326 -0.0546  0.310
H: 4.5344 -0.5339 -3.2450  0.546
H: 3.7659 -3.8354 -0.5050  0.555
H: 5.3235 -2.6962 -2.1637  0.475
H: 1.2782 -4.0760 -0.0025  0.646
H: 1.5367 -2.8592 1.2812  0.458
H: 1.3777 -0.0614 -4.1826  0.165
H: 2.7901 1.2547 -3.4535  0.756
H: -0.4515 -0.8286 -3.9151  0.278
O: 0.7696 -0.6664 -4.7458  -0.606
H: 0.9085 -0.4784 -5.6866  0.290
H: -1.4311 -0.2630 -1.2999  0.004
O: -1.1321 -0.9076 -3.1311  -0.594
H: -2.0276 -0.9652 -3.4939  0.278
C: -1.0804 -3.3971 -1.3576  -1.115
H: -0.8038 -4.4435 -1.1785  0.462
H: -2.1702 -3.2834 -1.3428  0.401
H: -0.7027 -3.0448 -2.3259  0.297
C: -1.3290 -2.7257 1.4428  -1.018
H: -2.3901 -2.5431 1.2356  0.397
H: -1.1917 -3.7767 1.7277  0.515
H: -0.9993 -2.0660 2.2528  0.164
C: 1.5382 2.9001 -0.9111  -1.043
H: 2.1154 3.5548 -1.5794  0.508
H: 0.6926 3.4414 -0.4616  0.332
H: 2.1830 2.5180 -0.1086  0.353
C: -0.3006 2.2392 -3.0265  -1.178
H: -0.9706 2.8942 -2.4580  0.429
H: 0.2566 2.8092 -3.7789  0.476
H: -0.8795 1.4312 -3.4889  0.257
C: -3.2057 1.4606 1.9699  -1.565
C: -1.8271 2.0054 2.3324  1.122
C: -2.0089 3.4186 2.8344  -1.637
O: -1.0080 2.0309 1.1486  -0.279
B: -0.4176 0.7331 1.0940  0.669
O: -0.3533 0.1482 2.3787  -0.376
C: -1.0324 1.0294 3.2935  1.281
C: 0.0200 1.7653 4.1124  -1.763
C: -1.8531 0.1922 4.2537  -1.709
H: -3.8982 1.5151 2.8192  0.456
H: -3.1771 0.4173 1.6304  0.210
H: -3.6265 2.0751 1.1657  0.487
H: -2.4749 4.0395 2.0620  0.485
H: -2.6848 3.4306 3.6981  0.387
H: -1.0634 3.8801 3.1305  0.398
H: -0.4474 2.3776 4.8931  0.448
H: 0.6722 1.0436 4.6191  0.511
H: 0.6431 2.4243 3.4953  0.312
H: -2.5762 -0.4511 3.7435  0.384
H: -1.1847 -0.4304 4.8623  0.476
H: -2.4111 0.8377 4.9422  0.441

Atoms 1-3, force components in eV/Å:
Os 0.63 -0.40 -0.65
P -0.83 1.88 -2.09
C 1.81 0.68 2.10

=====

Values of ΔE to the lowest compared entry with this formula, charge and spin, in order: 11.14, 0.00, all in kJ/mol.